A structure of composition C46H74Cl22FI2N4O7 at a distorted geometry. Source: the OMol25 dataset; level of theory: the ωB97M-V functional and the def2-TZVPD basis.

Geometry as ORCA input:
```
! RIJCOSX wB97M-V def2-TZVPD def2/J DEFGRID3
* xyz 1 1
C 3.38 -4.75 5.75
C 4.53 -4.65 4.63
O 4.06 -4.60 3.26
N 2.92 -3.87 3.12
C 3.14 -2.63 2.31
N 3.36 -1.39 2.72
C 3.40 -1.15 4.19
C 2.00 -0.73 4.84
O 0.89 -0.76 4.28
I 2.03 0.03 6.91
C 3.60 -0.27 1.76
C 2.63 0.99 1.93
O 2.53 1.72 2.94
C 1.73 1.40 0.65
C 2.23 2.68 -0.11
C 1.43 3.15 -1.40
C 0.17 2.33 -1.84
C -0.32 1.06 -1.05
C 0.47 0.59 0.20
N 3.08 -3.16 0.92
C 4.51 -3.18 0.38
C 2.36 -4.49 0.87
I 3.56 -6.23 0.17
C 1.25 -4.41 -0.32
C 0.90 -2.91 -0.79
C -0.59 -3.00 -1.47
C 1.87 -2.37 -1.99
C 1.87 -4.68 2.39
C 1.73 -6.16 3.02
C 0.58 -7.05 2.37
O 0.34 -7.17 1.15
O -0.21 -7.82 3.29
C 0.51 -3.97 2.89
O 0.43 -3.67 4.12
N -0.68 -3.68 2.06
C -1.92 -4.02 2.80
O -2.54 -5.08 2.63
F -2.41 -3.07 3.74
H 2.91 -5.81 5.81
H 3.91 -4.61 6.77
H 2.59 -3.92 5.70
H 5.18 -5.60 4.75
H 5.20 -3.76 4.93
H 3.82 -2.02 4.81
H 4.14 -0.27 4.36
H 4.71 0.05 1.86
H 3.49 -0.66 0.68
H 3.15 3.27 0.24
H 1.76 4.08 -1.97
H -0.41 2.68 -2.77
H -1.24 0.47 -1.36
H 0.19 -0.32 0.84
H 5.20 -3.83 1.04
H 4.99 -2.12 0.41
H 4.54 -3.49 -0.73
H 0.25 -4.91 -0.03
H 1.65 -4.97 -1.23
H 0.80 -2.15 0.06
H -0.92 -2.00 -1.92
H -0.59 -3.82 -2.29
H -1.32 -3.37 -0.66
H 1.37 -2.64 -3.00
H 2.90 -2.86 -1.99
H 1.91 -1.22 -1.89
H 1.44 -6.02 4.13
H 2.70 -6.77 3.02
H -0.41 -8.66 2.83
H -0.64 -2.66 1.85
Cl 5.97 -0.51 -1.92
C 6.09 1.17 -2.49
C 5.22 2.11 -1.67
Cl 3.48 1.83 -1.94
H 5.82 1.19 -3.54
H 7.14 1.46 -2.40
H 5.43 3.15 -1.96
H 5.42 2.01 -0.60
Cl -4.36 -0.97 -1.80
C -4.91 0.14 -0.53
C -4.47 1.57 -0.78
Cl -2.70 1.76 -0.60
H -4.54 -0.23 0.43
H -6.00 0.09 -0.52
H -4.94 2.23 -0.05
H -4.75 1.90 -1.78
Cl -7.06 1.82 -2.53
C -8.34 0.87 -3.33
C -9.10 0.00 -2.35
Cl -8.09 -1.32 -1.69
H -7.87 0.27 -4.11
H -9.02 1.57 -3.80
H -9.95 -0.47 -2.85
H -9.48 0.58 -1.51
Cl 4.41 4.36 10.38
C 3.14 3.41 9.56
C 2.36 2.55 10.53
Cl 3.34 1.22 11.19
H 3.61 2.81 8.78
H 2.47 4.13 9.08
H 1.51 2.08 10.02
H 1.97 3.13 11.37
Cl -8.55 -4.26 -5.32
C -8.12 -5.58 -4.20
C -8.00 -5.10 -2.77
Cl -6.59 -4.03 -2.54
H -7.19 -6.03 -4.55
H -8.91 -6.33 -4.27
H -7.86 -5.95 -2.10
H -8.89 -4.55 -2.45
Cl -0.98 3.13 -7.87
C -1.88 2.12 -6.72
C -2.43 2.92 -5.56
Cl -1.14 3.53 -4.49
H -1.21 1.32 -6.37
H -2.70 1.66 -7.27
H -3.08 2.30 -4.95
H -3.01 3.78 -5.91
Cl -10.06 4.73 -2.81
C -9.26 5.67 -4.09
C -9.37 5.01 -5.45
Cl -8.41 3.51 -5.55
H -8.21 5.82 -3.80
H -9.74 6.65 -4.12
H -8.99 5.68 -6.22
H -10.41 4.77 -5.69
Cl 5.29 1.25 -6.96
C 6.79 0.39 -7.39
C 7.58 -0.02 -6.17
Cl 8.29 1.38 -5.33
H 7.37 1.03 -8.06
H 6.49 -0.50 -7.95
H 8.42 -0.66 -6.47
H 6.97 -0.57 -5.46
Cl 10.54 3.99 -3.01
C 11.37 4.89 -4.31
C 11.27 4.19 -5.65
Cl 12.21 2.68 -5.69
H 12.41 5.03 -4.00
H 10.89 5.87 -4.36
H 11.67 4.83 -6.43
H 10.24 3.95 -5.90
Cl -11.25 1.02 1.05
C -10.17 2.13 1.92
C -9.77 3.32 1.07
Cl -8.71 2.86 -0.28
H -9.29 1.56 2.25
H -10.71 2.47 2.81
H -9.22 4.04 1.68
H -10.65 3.83 0.66
Cl 1.94 7.56 6.88
C 0.67 6.60 6.06
C -0.11 5.74 7.03
Cl 0.88 4.41 7.70
H 1.15 6.00 5.28
H 0.00 7.32 5.58
H -0.95 5.28 6.52
H -0.50 6.32 7.86
*
```

The energy relative to the best compared isomer or geometry (same formula, charge and spin) comes out at 218.1 kcal per mole. The calculation puts the HOMO energy at -0.3595 Eh. The value obtained for the maximum force is 0.10713 Eh/bohr. The calculation puts the electronic energy at -13361.68189 Ha.